a:
This record from the Open Molecules 2025 dataset describes a 12-piece molecular cluster, C48H132N12O12 overall. The level of theory is ωB97M-V/def2-TZVPD.

The geometry in ORCA input format:
```
! wB97M-V def2-TZVPD RIJCOSX def2/J DEFGRID3
* xyz 0 1
O -5.470 2.458 -1.916
O 0.196 -6.397 -3.198
O 4.201 2.247 1.026
O 0.996 3.666 -4.339
O -1.731 -1.700 0.946
O -2.861 -2.982 5.987
O 2.485 -0.720 -4.106
O 1.274 -3.065 2.128
O 0.408 4.352 2.310
O -3.162 3.702 -5.458
O 7.222 -0.579 5.275
O -3.394 -3.319 -3.224
N 3.477 -0.282 6.008
N 2.506 -7.620 -1.825
N 2.189 1.299 3.467
N 4.176 4.741 -1.657
N -0.741 -2.156 7.741
N 1.223 5.624 -1.141
N -6.048 -5.290 -1.285
N -0.098 0.921 -3.966
N -6.135 5.916 -4.931
N 2.831 -6.141 0.768
N -4.477 4.322 -0.009
N 1.044 -0.410 1.319
C -4.810 2.935 0.409
C 3.829 -0.637 -4.326
C 1.124 3.908 -5.733
C -2.702 -0.612 1.270
C 2.750 -4.812 1.367
C 2.551 -6.800 -3.063
C 1.195 4.811 -3.549
C -5.223 2.922 1.828
C 1.528 2.587 3.594
C -6.331 1.678 -2.701
C -5.804 2.236 -0.536
C -0.631 4.706 3.162
C 5.159 -1.164 7.703
C 5.835 -1.031 5.197
C -0.618 4.151 -1.747
C -4.565 -4.199 -2.969
C 0.246 -0.096 0.184
C 1.327 -4.287 1.426
C -4.573 4.168 -5.180
C -3.895 -3.530 5.247
C -0.782 -1.282 -0.098
C 1.240 0.225 -0.971
C 5.584 1.955 1.050
C -4.799 5.625 -5.470
C -2.998 -3.031 7.397
C -1.520 -3.463 9.537
C -0.491 0.283 -6.262
C -3.763 6.463 -4.830
C 3.877 2.831 -0.185
C -2.864 2.489 -4.750
C 7.387 0.743 4.841
C 4.445 4.264 -0.349
C -4.845 -4.456 -1.482
C -3.743 -5.276 -0.714
C -1.620 -3.347 7.984
C -0.860 -5.429 -3.232
C 0.876 4.487 -2.068
C -3.633 -1.940 -2.864
C 1.695 -0.299 -5.223
C 4.093 5.342 0.604
C 2.646 3.590 3.800
C 3.889 -3.965 0.812
C 2.608 -7.657 -4.274
C 4.880 -0.444 6.321
C 1.464 -5.743 -2.997
C 0.342 -2.961 3.188
C 0.177 -0.130 -5.002
C 0.672 2.957 2.382
H 2.202 0.583 -5.614
H 1.969 -0.251 0.944
H -1.199 -5.297 -2.204
H -0.924 4.493 -0.758
H 2.172 0.661 -0.611
H 0.765 -5.064 1.944
H 4.191 -3.112 1.419
H -0.832 3.094 -1.901
H -6.112 5.808 -3.928
H 6.752 0.981 3.987
H -1.019 -1.327 8.246
H -0.024 -3.919 3.560
H 5.937 -2.111 5.100
H 1.513 2.955 -6.094
H -6.373 6.890 -5.051
H -4.936 -3.503 -0.961
H 0.989 5.448 -0.174
H 1.555 -4.969 -3.758
H 0.623 5.689 -3.849
H -3.321 -2.033 7.693
H 1.224 2.755 1.464
H -2.428 -3.924 9.929
H -1.886 2.147 -5.090
H -3.555 1.714 -5.082
H -1.322 -2.541 10.084
H 1.504 -5.280 -2.011
H -0.195 -2.200 -0.076
H 0.894 -4.165 0.434
H -6.015 1.899 -3.720
H -0.208 1.249 -6.682
H 0.258 1.814 -4.276
H 2.666 -6.256 -0.222
H 4.045 -1.367 -5.106
H 4.270 -1.084 8.328
H -3.912 7.542 -4.816
H 1.534 0.699 2.987
H 4.638 5.631 -1.772
H 4.536 6.273 0.249
H -3.855 2.411 0.438
H -3.778 -3.755 7.633
H -0.271 0.821 0.465
H 4.821 -4.529 0.775
H -1.258 4.691 -2.446
H 3.712 -3.674 -0.224
H 1.849 4.657 -6.054
H -3.702 4.605 0.573
H -1.394 -4.291 7.488
H -3.668 -6.303 -1.073
H -0.270 2.414 2.300
H 3.205 -8.305 -1.576
H -5.012 1.935 2.242
H -5.442 -3.743 -3.430
H 3.332 3.531 2.955
H -4.402 -1.480 -3.485
H 1.605 -0.550 -1.645
H -0.498 -4.469 -3.601
H 1.458 3.611 -1.782
H 3.274 -0.179 5.024
H -1.564 0.322 -6.077
H 3.530 -8.228 -4.384
H -6.801 -4.902 -1.836
H -5.938 1.169 -0.354
H 0.654 0.722 -3.322
H 7.102 1.365 5.690
H -4.627 3.677 2.340
H -3.893 -3.176 4.216
H -6.781 2.700 -0.402
H 1.840 -0.987 -6.056
H -5.301 3.574 -5.733
H 4.383 5.266 1.652
H 6.226 2.836 1.078
H -1.683 -5.803 -3.841
H -3.581 -4.573 5.200
H -0.749 -1.763 6.810
H 3.300 3.364 4.641
H -4.350 -5.082 -3.570
H 1.636 -8.119 -1.703
H 8.405 0.894 4.484
H 5.963 -0.702 8.276
H -2.298 0.397 1.344
H -6.219 3.249 2.127
H 2.227 -7.118 -5.141
H -3.118 -0.953 2.218
H -4.761 4.080 -4.110
H 2.348 4.632 3.923
H -6.238 0.609 -2.506
H -2.778 6.489 -5.295
H 0.569 -2.271 4.001
H -0.569 -2.447 2.881
H -7.399 1.892 -2.669
H -4.729 5.830 -6.538
H 0.652 6.448 -1.263
H -3.996 4.097 -0.868
H 5.406 -2.226 7.688
H -0.362 -0.430 -7.076
H -3.897 -5.126 0.354
H 2.903 -1.085 6.223
H -3.958 -1.857 -1.827
H 5.837 1.525 2.019
H -3.485 -0.602 0.512
H -2.749 -4.884 -0.928
H -2.747 -1.330 -3.042
H 5.207 0.595 6.367
H 0.224 4.119 -6.309
H 1.006 -1.418 1.367
H 5.359 -0.674 4.283
H 4.308 -0.975 -3.407
H 1.853 -8.441 -4.211
H 3.007 5.359 0.689
H -0.176 -1.056 -4.549
H 4.145 2.175 -1.013
H 3.197 4.967 -1.551
H 2.996 1.388 2.866
H -1.324 -1.168 -1.037
H 2.223 5.158 -3.649
H 3.434 -6.164 -3.007
H 5.527 4.163 -0.262
H -0.768 -4.194 9.834
H 0.923 2.585 4.500
H 2.789 2.871 -0.144
H 4.209 0.324 -4.674
H 0.910 0.990 -1.674
H 5.819 1.186 0.315
H -5.871 -6.173 -1.742
H -0.741 5.789 3.099
H -2.813 2.595 -3.667
H -3.752 6.207 -3.770
H 2.937 -4.929 2.434
H -0.380 4.450 4.191
H -4.902 -3.482 5.661
H 3.710 -6.605 0.949
H -1.604 4.215 3.139
*
```

lowest unoccupied orbital energy	0.46	eV
HOMO-LUMO gap	8.80	eV
structure (SMILES)	COC[C@H](C)N.COC[C@H](C)N.COC[C@H](C)N.COC[C@H](C)N.COC[C@H](C)N.COC[C@H](C)N.COC[C@H](C)N.COC[C@H](C)N.COC[C@H](C)N.COC[C@H](C)N.COC[C@H](C)N.COC[C@H](C)N

***

b:
This record from the Open Molecules 2025 dataset describes a 12-piece molecular cluster, C48H132N12O12 overall. The level of theory is ωB97M-V/def2-TZVPD.

The geometry in ORCA input format:
```
! wB97M-V def2-TZVPD RIJCOSX def2/J DEFGRID3
* xyz 0 1
O -1.299 -4.329 -0.436
O 4.937 -1.525 -3.774
O 4.249 3.789 1.952
O -1.210 -0.993 -4.868
O -0.845 2.775 4.308
O 1.321 0.846 -1.108
O -4.610 0.334 -2.842
O -0.500 4.569 -1.986
O 1.453 -2.612 3.825
O -6.951 0.763 1.793
O 5.447 3.102 -6.706
O -1.827 -5.768 3.531
N 1.091 -0.158 1.622
N -4.777 -1.680 0.250
N -4.560 3.270 3.095
N -1.863 5.578 1.202
N 0.079 -0.173 -8.105
N 3.989 -0.324 -0.349
N -1.661 -9.324 3.138
N -2.398 1.735 6.574
N 2.606 2.756 -7.321
N -0.316 -6.918 -0.567
N 7.806 3.409 1.973
N 0.989 0.061 5.171
C 3.165 2.907 -5.975
C 6.363 3.847 -7.407
C 5.487 3.095 1.899
C 3.691 1.576 -5.445
C -4.304 0.053 -1.475
C 6.547 4.204 1.863
C -0.610 -2.408 -7.178
C 6.326 -2.040 -3.862
C 3.222 2.933 1.512
C 1.333 1.860 -2.030
C 0.189 -7.810 3.894
C -3.883 1.533 -3.089
C 0.119 0.712 -0.423
C -4.989 -1.242 -1.118
C -0.789 -0.870 -7.156
C -2.047 3.193 6.387
C -6.460 -1.051 -1.444
C 0.466 2.913 3.703
C 0.931 -3.698 3.022
C 4.417 -1.293 -1.329
C 6.549 4.985 0.535
C 1.001 -1.277 5.835
C -2.577 -4.716 3.081
C -1.308 -8.041 3.856
C -1.150 5.423 -1.057
C 0.575 -5.710 -0.495
C 4.358 3.887 -6.197
C -1.449 4.644 0.182
C 4.701 -0.576 -2.649
C -0.907 -0.550 -3.544
C 1.873 -5.975 -1.224
C -0.299 -0.425 -5.737
C -0.088 -4.492 -1.099
C -2.134 -3.499 -1.252
C 3.513 -2.503 -1.376
C -8.347 0.927 1.756
C -0.760 3.411 5.561
C -1.919 -6.997 2.875
C -1.202 -0.659 1.014
C -4.842 1.911 2.506
C 0.166 -0.538 0.478
C 0.513 -2.358 4.876
C -2.401 3.481 -0.137
C -1.959 3.943 7.748
C 0.119 -1.275 7.043
C -4.669 0.720 3.433
C -6.345 2.004 2.061
C -0.077 5.386 -3.110
H -3.672 -4.802 3.323
H -8.673 1.446 0.828
H -7.032 -0.670 -0.578
H -1.984 -0.669 0.235
H 0.742 -5.471 0.555
H -0.497 -7.082 -1.556
H 2.831 0.911 -5.291
H 0.626 4.794 -3.680
H -1.799 -7.963 4.848
H 4.664 0.408 -0.192
H -4.577 -2.018 -1.779
H -0.140 1.519 0.286
H -1.117 -2.854 -8.012
H -0.974 0.546 -3.460
H -3.093 -3.408 -0.755
H -6.833 -1.968 -1.906
H -6.406 2.660 1.166
H 5.504 2.467 2.780
H 0.474 6.321 -2.916
H 2.005 3.536 -7.598
H -1.609 1.224 6.967
H 5.645 0.010 -2.526
H -2.485 -4.635 1.981
H 2.371 2.065 -2.329
H 2.060 1.926 -7.526
H 5.961 4.588 -8.136
H 6.534 -2.547 -2.938
H 0.108 -0.880 -3.170
H -1.074 -2.815 -6.283
H 1.236 2.783 4.475
H -0.054 -2.317 7.418
H -2.453 -3.919 -2.215
H -4.830 3.276 4.059
H 0.817 -8.559 4.381
H -0.462 -1.953 4.534
H 3.097 0.094 -0.567
H -1.933 5.104 2.082
H -0.504 6.277 -0.839
H -1.498 0.251 1.580
H -8.851 -0.048 1.770
H -1.959 3.016 -1.032
H 0.011 0.289 4.987
H 4.390 1.146 -6.168
H -3.347 3.850 -0.503
H -2.898 3.646 5.860
H 6.752 4.299 -0.275
H 7.161 5.859 0.562
H 7.101 4.377 -6.734
H 0.092 2.944 6.067
H -0.649 0.632 -1.198
H -0.590 4.492 5.517
H -2.422 -9.812 3.556
H 5.503 5.324 0.434
H 0.521 -3.555 -1.078
H 4.229 1.649 -4.498
H -1.356 -1.483 1.688
H 0.309 -3.259 5.451
H 5.394 -1.626 -0.926
H -6.848 2.463 2.908
H -1.873 -0.583 -7.162
H 0.579 -0.716 7.863
H -0.220 -0.392 -9.069
H 0.389 2.169 2.899
H 1.850 -5.640 -2.272
H 0.539 3.911 3.231
H 0.505 -7.735 2.838
H 1.355 -0.024 4.213
H 2.051 -1.435 6.046
H -1.311 -7.013 1.953
H 2.312 3.481 1.674
H -3.923 1.742 -4.169
H -5.264 -1.089 0.935
H 6.889 3.121 -8.016
H 8.060 3.118 2.917
H 4.758 4.297 -5.259
H -4.210 1.801 1.648
H 0.442 -2.656 -7.307
H -1.252 3.408 8.414
H -2.107 5.792 -1.556
H 0.442 -1.408 -0.127
H 6.434 5.044 2.606
H 2.435 3.288 -5.249
H 2.533 -2.412 -1.845
H -2.978 -7.206 2.667
H -0.815 -0.749 6.803
H 2.152 -7.020 -1.139
H -0.345 -4.592 -2.176
H -4.922 -2.655 0.461
H 0.478 -6.823 4.275
H -1.174 -6.547 -0.191
H 3.327 -2.958 -0.379
H -2.635 2.708 0.630
H -4.691 0.852 -0.817
H 2.697 -5.375 -0.791
H 3.985 -3.227 -2.059
H -5.164 0.840 4.394
H -4.381 2.349 -2.564
H -8.722 1.472 2.606
H -1.669 -0.935 -2.878
H -3.545 3.399 3.191
H 1.498 -3.666 2.106
H -5.108 -0.184 3.023
H -0.212 0.811 -8.089
H 5.654 2.530 0.989
H -6.541 -0.257 -2.177
H -2.284 -3.851 3.651
H -2.905 3.957 8.239
H 1.068 -0.852 2.339
H 4.027 4.678 -6.886
H -0.475 4.208 0.430
H 6.341 -2.589 -4.810
H -0.127 -3.531 2.733
H 0.833 1.667 -2.984
H -1.656 -2.538 -1.401
H -2.809 1.453 -2.784
H 2.028 -0.083 1.260
H -3.634 0.507 3.704
H -2.407 1.340 5.605
H 8.535 4.105 1.628
H 3.924 0.102 -3.056
H -1.519 4.952 7.598
H 7.011 -1.221 -3.930
H -0.339 0.687 -5.596
H -0.863 -9.964 3.129
H 0.987 2.784 -1.606
H 1.009 -4.636 3.610
H -2.799 5.888 0.925
H -3.216 0.002 -1.280
H 3.258 1.939 1.949
H 3.192 2.726 0.404
H 0.696 -0.799 -5.549
H -0.949 5.618 -3.730
*
```

lowest unoccupied orbital energy	0.43	eV
HOMO-LUMO gap	9.17	eV
structure (SMILES)	COC[C@H](C)N.COC[C@H](C)N.COC[C@H](C)N.COC[C@H](C)N.COC[C@H](C)N.COC[C@H](C)N.COC[C@H](C)N.COC[C@H](C)N.COC[C@H](C)N.COC[C@H](C)N.COC[C@H](C)N.COC[C@H](C)N

***

b is the most stable structure; the next one sits 3.199 eV above it.

***

a:
This record from the Open Molecules 2025 dataset describes a 2-piece molecular cluster, C5H15NO overall. The level of theory is ωB97M-V/def2-TZVPD.

The geometry in ORCA input format:
```
! wB97M-V def2-TZVPD RIJCOSX def2/J DEFGRID3
* xyz 0 1
O 2.925 1.845 0.018
N 0.141 -0.609 -0.084
C -1.132 -0.329 -0.786
C 0.237 -0.428 1.340
C -0.003 -1.701 2.165
C -0.918 -0.409 -2.291
C -1.724 1.042 -0.411
H 0.015 -0.940 -2.522
H 0.714 -2.406 1.857
H -0.501 0.270 1.771
H -1.808 -1.097 -0.404
H 3.593 2.464 -0.209
H -0.011 -1.437 3.218
H -0.742 0.562 -2.729
H -2.043 1.053 0.628
H -1.033 1.886 -0.493
H 0.915 -0.168 -0.553
H 1.178 0.061 1.589
H -0.957 -2.133 1.888
H -2.562 1.252 -1.080
H 2.212 2.499 0.087
H -1.712 -1.001 -2.735
*
```

lowest unoccupied orbital energy	0.63	eV
HOMO-LUMO gap	8.91	eV
structure (SMILES)	CCNC(C)C.O

***

b:
This record from the Open Molecules 2025 dataset describes a 2-piece molecular cluster, C5H15NO overall. The level of theory is ωB97M-V/def2-TZVPD.

The geometry in ORCA input format:
```
! wB97M-V def2-TZVPD RIJCOSX def2/J DEFGRID3
* xyz 0 1
O -1.561 -1.888 -1.445
N -0.642 -0.884 -1.901
C 1.396 -1.144 0.599
C -0.549 0.635 1.084
C 1.627 1.201 -0.352
C -1.945 0.773 0.475
C 1.148 0.331 0.785
H 1.595 0.666 1.726
H -0.399 1.588 1.604
H -1.106 -0.490 -2.722
H -0.610 -0.126 -1.014
H -2.274 -0.209 0.139
H 1.153 -1.701 1.503
H 2.435 -1.334 0.329
H -0.683 -0.006 1.960
H 1.461 2.256 -0.136
H -1.892 1.467 -0.364
H 0.761 -1.539 -0.187
H 2.698 1.055 -0.520
H 1.110 0.939 -1.275
H -1.066 -2.714 -1.508
H -2.657 1.124 1.221
*
```

lowest unoccupied orbital energy	1.02	eV
HOMO-LUMO gap	10.74	eV
structure (SMILES)	CCC(C)C.NO

***

c:
This record from the Open Molecules 2025 dataset describes a 2-piece molecular cluster, C5H15NO overall. The level of theory is ωB97M-V/def2-TZVPD.

The geometry in ORCA input format:
```
! wB97M-V def2-TZVPD RIJCOSX def2/J DEFGRID3
* xyz 0 1
O 4.962 -1.559 -4.551
N -0.901 0.306 0.320
C -0.096 0.956 1.458
C -2.265 0.812 0.210
C -0.858 -1.149 0.308
C 0.407 -1.825 -0.340
C -0.458 2.402 1.734
H -2.888 0.474 1.049
H 4.061 -1.834 -4.731
H -0.265 3.134 0.937
H -1.069 -1.528 1.340
H -2.261 1.890 0.146
H 0.342 -1.016 -1.088
H 0.260 -2.899 -0.456
H -1.519 2.433 1.963
H 1.283 -1.652 0.284
H 0.052 2.645 2.670
H 0.898 0.871 1.033
H -1.758 -1.384 -0.255
H -0.325 0.215 2.240
H 5.042 -1.608 -3.593
H -2.645 0.317 -0.676
*
```

lowest unoccupied orbital energy	0.79	eV
HOMO-LUMO gap	9.03	eV
structure (SMILES)	CCN(C)CC.O

***

d:
This record from the Open Molecules 2025 dataset describes a 2-piece molecular cluster, C5H15NO overall. The level of theory is ωB97M-V/def2-TZVPD.

The geometry in ORCA input format:
```
! wB97M-V def2-TZVPD RIJCOSX def2/J DEFGRID3
* xyz 0 1
O -2.428 -1.507 1.655
N 0.398 -0.993 0.710
C 1.576 -1.077 1.567
C 1.478 0.610 -0.864
C 0.271 0.334 0.022
C -1.335 1.555 -1.626
C -1.037 0.286 -0.806
H 2.412 -0.475 1.225
H -1.544 -1.545 1.237
H -0.907 -0.559 -1.497
H -2.234 -0.922 2.401
H -1.835 0.128 -0.096
H -0.425 2.118 -1.847
H 1.334 1.319 -1.655
H 2.364 0.940 -0.318
H 1.930 -2.094 1.587
H 0.124 1.106 0.783
H 1.306 -0.825 2.597
H 1.811 -0.304 -1.372
H -1.818 1.299 -2.567
H 0.529 -1.601 -0.094
H -1.969 2.208 -1.043
*
```

lowest unoccupied orbital energy	0.94	eV
HOMO-LUMO gap	10.46	eV
structure (SMILES)	CC[C@H](C)NC.O

***

d is the most stable structure; the next one sits 0.315 eV above it.